Entry from the OMol25 dataset: a structure of composition C24H61N3NaO8 (the ωB97M-V functional and the def2-TZVPD basis).

```
97
Properties=species:S:1:pos:R:3:forces:R:3:lowdin_charge:R:1
Na 17.26500 -11.07400 -8.51400 -0.6 -0.2 -0.1 0.29
C 16.07400 -13.62300 -4.22700 -1.9 -0.1 0.6 -0.11
O 16.94700 -14.03100 -5.25200 -1.5 -0.7 1.4 -0.17
C 16.94500 -13.14500 -6.32200 2.5 -0.6 1.3 -0.20
C 18.25800 -13.59600 -6.98100 -1.2 2.4 0.1 -0.16
N 18.20700 -13.08800 -8.34500 1.4 -0.5 0.2 -0.07
C 19.53900 -12.66500 -8.81000 1.1 -2.6 0.0 -0.14
C 20.29700 -13.89600 -9.51200 1.1 2.1 0.9 -0.18
O 21.20800 -13.30400 -10.39400 0.5 0.3 0.0 -0.20
C 22.56400 -13.75900 -10.31900 -1.7 -1.2 0.4 -0.06
H 16.55700 -12.89800 -3.57100 0.1 -0.1 0.3 0.09
H 15.59700 -14.45500 -3.65600 1.2 0.2 -0.3 0.11
H 15.13700 -13.13100 -4.58100 0.7 -0.1 -0.4 0.08
H 16.93000 -12.11500 -5.90700 0.4 -0.2 -0.7 0.11
H 16.11400 -13.25400 -6.97000 -1.1 -0.2 -0.7 0.10
H 18.40900 -14.62500 -6.91900 -0.5 -2.1 -0.1 0.12
H 19.10200 -13.27200 -6.38400 0.1 0.8 -0.2 0.10
H 17.94900 -13.91100 -8.89100 -0.1 0.5 -0.2 0.11
H 20.22400 -12.27000 -8.02000 -0.9 -0.5 -0.3 0.13
H 19.41200 -11.88100 -9.50300 0.1 0.7 -1.3 0.07
H 19.68400 -14.59300 -10.03800 -1.0 -0.4 -0.3 0.10
H 20.90400 -14.46900 -8.81600 -0.4 -0.1 0.7 0.12
H 22.64800 -14.60800 -10.97700 0.5 -0.3 -0.4 0.09
H 22.91600 -14.05600 -9.32700 -0.5 0.1 0.2 0.09
H 23.11300 -12.93600 -10.60400 1.5 1.5 -1.0 0.06
C 12.51900 -8.02600 -8.88100 -0.3 0.0 -1.2 -0.09
O 13.46700 -9.11500 -8.94000 0.1 2.3 -0.6 -0.18
C 13.03100 -10.28500 -8.34300 -1.8 -0.4 -0.6 -0.23
C 13.76900 -11.48600 -8.87500 0.3 1.0 -1.1 -0.23
N 13.38400 -12.65200 -8.18200 -1.2 -0.6 0.0 -0.05
C 13.90100 -13.86900 -8.78400 -0.6 0.3 0.6 -0.20
C 13.17600 -15.00500 -8.06700 0.9 -0.1 -1.9 -0.23
O 11.78700 -14.84400 -8.26400 0.2 -0.5 0.3 -0.18
C 11.09000 -15.82200 -7.50700 -2.0 -0.1 0.1 -0.10
H 12.89000 -7.14600 -9.42200 0.1 -0.7 -0.5 0.08
H 12.36700 -7.60200 -7.93500 0.2 0.0 2.2 0.06
H 11.45700 -8.21000 -9.19200 1.1 -0.6 -0.4 0.11
H 11.96000 -10.32800 -8.66300 0.4 -0.7 0.7 0.14
H 13.10700 -10.26800 -7.26600 -0.1 0.1 0.5 0.11
H 14.82500 -11.36500 -8.74900 0.9 0.4 0.3 0.09
H 13.66200 -11.52200 -9.97300 -0.4 -0.1 0.0 0.12
H 12.36900 -12.74500 -8.31200 0.3 0.0 0.5 0.12
H 14.99000 -13.89800 -8.63800 -0.2 -0.3 -0.1 0.10
H 13.67500 -13.86800 -9.86400 0.1 -0.3 0.1 0.12
H 13.49100 -15.08500 -7.05200 -0.1 0.4 1.2 0.11
H 13.53000 -15.92300 -8.52600 -0.2 -0.6 -0.2 0.12
H 10.60000 -15.35600 -6.63500 0.7 -0.1 0.1 0.09
H 11.73500 -16.65200 -7.22400 0.0 0.0 0.1 0.08
H 10.18000 -16.24800 -8.02400 1.2 0.5 -0.2 0.10
C 21.32600 -11.74300 -5.18800 0.3 0.1 0.7 -0.09
O 21.13000 -10.76900 -6.17300 1.2 -0.7 -0.3 -0.18
C 19.84400 -10.30800 -6.25800 1.5 3.7 0.3 -0.23
C 19.79900 -9.45900 -7.54100 -0.6 -1.1 0.7 -0.16
N 18.43100 -9.25400 -7.90600 -0.9 2.4 -0.9 -0.08
C 18.30700 -8.49300 -9.19000 -0.6 0.7 1.1 -0.13
C 16.87500 -8.02400 -9.28700 0.7 -2.1 0.2 -0.26
O 16.59100 -7.30800 -8.16600 -0.7 1.8 0.9 -0.19
C 15.39600 -6.53300 -8.28900 -1.4 -1.8 0.5 -0.03
H 21.06500 -11.37500 -4.17300 -0.2 -0.1 -0.4 0.10
H 22.39900 -11.93700 -5.16700 -0.2 -0.3 -0.1 0.10
H 20.74400 -12.64400 -5.42600 0.3 0.0 0.3 0.08
H 19.67700 -9.64800 -5.35800 -0.3 -0.3 -0.7 0.15
H 19.12500 -11.03900 -6.23600 -1.9 -2.1 -0.2 0.07
H 20.17900 -10.01000 -8.38900 0.9 -0.2 0.1 0.12
H 20.35200 -8.55400 -7.38800 0.5 0.6 0.0 0.13
H 17.94100 -8.62400 -7.24400 0.6 -0.8 -0.1 0.11
H 18.39800 -9.14600 -10.01700 0.9 -0.7 -0.9 0.09
H 18.95500 -7.60300 -9.28200 0.2 -0.5 0.1 0.15
H 16.25700 -8.94300 -9.33100 -0.3 0.2 -0.4 0.12
H 16.69200 -7.47500 -10.16000 -0.2 0.8 -1.5 0.12
H 15.52400 -5.54400 -7.91800 0.3 0.6 0.5 0.09
H 14.57200 -7.09300 -7.75800 0.9 0.9 -0.1 0.08
H 15.02100 -6.50100 -9.30900 0.4 0.2 -0.3 0.09
C 18.20100 -13.17500 -11.90300 -0.1 0.7 -4.0 -0.03
C 17.13500 -12.13900 -11.92200 -0.9 -1.8 0.1 -0.51
C 15.82300 -12.79200 -11.67100 -1.7 -1.0 -0.1 -0.05
O 17.42800 -11.28000 -10.87500 0.4 3.7 0.4 -0.07
H 18.01200 -13.73900 -12.84700 0.8 -0.1 0.7 0.12
H 18.11900 -13.81200 -11.09600 -0.3 -1.2 1.7 0.04
H 19.14700 -12.66900 -11.92500 0.8 -0.2 -0.1 0.09
H 17.01700 -11.54800 -12.83100 0.5 -0.3 -0.3 0.16
H 15.77700 -13.40300 -10.74800 0.4 0.5 -0.3 0.07
H 15.58900 -13.53000 -12.48200 0.0 0.9 0.5 0.11
H 15.03900 -12.02700 -11.57000 0.0 -0.4 -0.3 0.08
H 17.66400 -10.47200 -11.39500 -0.1 -0.6 1.4 0.13
C 14.79900 -10.49600 -5.04200 0.0 -0.9 1.3 -0.05
C 15.29100 -9.33000 -5.85800 -0.9 -0.8 -0.5 -0.42
C 16.30000 -8.49200 -5.14000 -0.5 0.5 -1.3 -0.02
O 15.91400 -9.88100 -7.04900 -0.6 -1.5 1.6 -0.08
H 14.13200 -11.21400 -5.52900 0.1 0.4 -0.5 0.08
H 14.24700 -10.20600 -4.12600 0.4 0.3 -0.4 0.11
H 15.65300 -11.10500 -4.69500 -0.3 0.5 -0.1 0.05
H 14.40200 -8.75800 -6.18800 0.5 0.1 0.2 0.14
H 16.56300 -7.68700 -5.81400 0.6 0.2 0.0 0.08
H 17.12300 -9.06900 -4.81600 1.2 -0.7 0.0 0.07
H 15.92200 -8.04400 -4.27900 -1.0 0.8 1.5 0.08
H 15.89300 -9.22400 -7.70800 -0.3 1.5 -0.9 0.00
```
Positions in Å, forces in eV/Å.

Output
- orbital gap (Ha) = 0.3476
- ΔE to the lowest compared entry with this formula, charge and spin (eV) = 0.495
- total charge = +1
- LUMO level (eV) = -2.07
- multiplicity = 1
- largest force on an atom (eV/A) = 4.062
- calculated total energy (Ha) = -1879.1302



Entry from the OMol25 dataset: a structure of composition C12H10Cl2IN2O2PbS4Sb (the ωB97M-V functional and the def2-TZVPD basis).

```
35
Properties=species:S:1:pos:R:3:forces:R:3:lowdin_charge:R:1
Pb 0.76012 -1.50934 0.18684 0.2 0.5 0.3 0.75
Cl -3.31480 -2.04160 3.27199 -0.1 -0.3 0.1 0.66
C -2.74061 -0.48391 2.78818 0.2 -0.1 -0.1 -0.61
C -3.62369 0.57802 2.82656 0.2 0.5 -0.1 -0.16
C -3.20056 1.83565 2.46713 -0.4 -0.2 0.2 -0.64
Cl -4.33998 3.15694 2.56284 -0.2 0.2 0.0 0.61
C -1.88251 2.06808 2.05405 0.2 -0.2 0.0 -0.19
C -1.36120 3.33537 1.72024 0.2 0.1 0.0 -0.04
C -0.05524 3.45205 1.33775 -0.3 0.0 0.0 -0.04
C 0.74290 2.29646 1.25003 0.0 -0.2 0.1 -0.34
N 0.27710 1.11339 1.56476 0.6 0.2 0.1 0.09
C -0.98585 0.96223 1.98225 -0.7 0.3 0.1 -0.16
C -1.39550 -0.38290 2.35891 -0.3 -0.2 0.3 -0.47
O -0.61281 -1.37089 2.33558 0.2 -0.1 -0.1 -0.24
H -4.64172 0.41447 3.14051 -0.1 0.0 0.1 0.09
H -1.99942 4.20570 1.79182 0.0 0.0 0.0 0.08
H 0.37445 4.41561 1.10247 0.0 0.1 -0.1 0.10
H 2.25046 2.93502 -0.12158 0.1 0.0 -0.1 0.08
S -0.97230 -6.62331 -1.22420 0.1 0.1 -0.1 -0.46
Sb -0.14798 -4.77691 -2.28995 0.1 0.2 0.3 0.16
S -1.00121 -2.68359 -1.10694 -0.3 -0.9 -0.3 -0.26
S 2.79155 -2.88832 -0.71931 0.3 -0.1 0.4 -0.30
S 2.25870 -4.75596 -1.38407 -0.4 -0.5 -0.3 -0.31
N 3.05697 -1.24832 -3.32959 0.4 0.0 -0.3 0.10
C 1.88753 -0.62368 -3.03655 0.3 -0.1 -0.4 -0.78
O 1.83890 0.43564 -2.44184 -0.2 0.2 0.2 -0.01
C 0.66862 -1.30126 -3.60259 -0.1 0.0 0.0 -0.63
I 0.39342 -0.63779 -5.62255 0.0 0.0 -0.1 0.71
H 3.85195 -0.93049 -2.79286 -0.2 0.0 0.0 0.09
H 3.04341 -2.25173 -3.46183 -0.1 0.1 0.1 0.07
H -0.22959 -1.04278 -3.04853 0.1 0.0 -0.2 -0.01
H 0.78767 -2.38148 -3.64696 -0.1 0.1 -0.1 -0.03
C 2.17454 2.39617 0.82201 0.0 -0.1 -0.1 -0.04
H 2.75270 2.93175 1.57546 0.1 0.1 0.0 0.07
H 2.59396 1.40171 0.68997 0.0 0.0 0.0 0.06
```
Positions in Å, forces in eV/Å.

Output
- orbital gap (Ha) = 0.1863
- total charge = -2
- LUMO level (eV) = 3.72
- multiplicity = 1
- largest force on an atom (eV/A) = 0.938
- calculated total energy (Ha) = -3967.4217